Entry 1:
22
Properties=species:S:1:pos:R:3 method="wB97M-V/def2-TZVPD" e_homo_ev=-13.913 gap_ev=9.0 total_charge=+1 lumo_energy_ev=-4.951
O 1.0427 -3.0887 -0.3240
C 1.6000 -2.1306 0.0931
O 2.8628 -1.9710 0.6549
C 3.2011 -0.6042 0.4165
O 4.3404 -0.3012 0.3964
C 1.9143 0.2620 0.2244
C 1.7253 1.7960 0.2278
F 1.6421 2.3529 1.4671
F 2.7673 2.3319 -0.4864
F 0.5682 2.1991 -0.4521
C 0.9656 -0.7016 0.0363
C -0.5573 -0.5091 -0.1851
C -1.2973 0.2139 0.8569
C -2.7566 0.3043 0.5414
C -3.1883 -0.3118 -0.7158
N -2.4762 -0.9924 -1.6442
C -1.1379 -1.0915 -1.3948
H -0.8382 0.6219 1.7856
H -3.4717 0.8286 1.2302
H -4.2845 -0.2010 -0.9440
H -0.5143 -1.6591 -2.1339
Li -2.1075 2.6516 0.3499

Entry 2:
21
Properties=species:S:1:pos:R:3 method="wB97M-V/def2-TZVPD" e_homo_ev=-9.056 e_above_lowest_ev=0.000 gap_ev=8.2 total_charge=0 lumo_energy_ev=-0.834
Sn -0.4830 0.7037 0.5907
S -1.4439 -1.2717 -0.2805
C -0.0029 -1.8582 -1.1376
C -0.1750 -3.0673 -1.8184
C 0.8629 -3.6383 -2.5277
C 2.0992 -3.0065 -2.5693
C 2.2827 -1.8116 -1.9014
C 1.2413 -1.2204 -1.1785
S 1.6450 0.3132 -0.3803
H -1.1411 -3.5567 -1.7836
H 0.7056 -4.5748 -3.0467
H 2.9212 -3.4431 -3.1215
H 3.2456 -1.3157 -1.9315
S -0.5733 1.0633 2.9657
C -1.1705 2.7114 2.8940
C -1.2335 3.3533 4.1832
N -1.2950 3.8316 5.2265
C -1.5490 3.3911 1.7939
S -1.5489 2.8075 0.1364
C -2.0120 4.7504 1.9112
N -2.3753 5.8389 1.9755

Entry 3:
91
Properties=species:S:1:pos:R:3 method="wB97M-V/def2-TZVPD" e_homo_ev=-11.342 gap_ev=8.5 total_charge=+1 lumo_energy_ev=-2.843
C 0.6198 1.2256 0.3168
C -0.6988 1.1798 0.0463
C -1.5009 0.0261 -0.5952
C -2.2418 -0.7428 0.5801
Cl -1.6833 -2.4250 0.8376
C -3.7573 -0.6240 0.5232
C -4.4925 -1.4389 -0.5371
N -2.5035 0.8063 -1.4148
C -2.1218 0.7127 -2.7287
N -2.9313 0.9822 -3.7089
N -0.7950 0.3314 -2.7889
Cl -0.2915 -0.1098 -4.3800
C -0.7525 -0.7675 -1.7112
I -1.7922 -2.4869 -2.5781
C 0.7171 -1.1605 -1.4609
O 1.1209 -2.2947 -2.1745
C 1.7860 -3.2494 -1.3360
H 1.1452 0.3947 0.7848
H 1.2567 2.0695 0.0587
H -1.3344 2.0140 0.3528
H -1.9250 -0.2303 1.4841
H -3.9967 0.4293 0.4356
H -4.1392 -0.9525 1.4925
H -5.5377 -1.1169 -0.5354
H -4.4866 -2.4985 -0.2910
H -4.1218 -1.2650 -1.5417
H -2.4224 1.8132 -1.2416
H -2.6190 1.2360 -4.6344
H -3.9325 0.9928 -3.5165
H 1.3240 -0.3168 -1.8062
H 0.8936 -1.2556 -0.3907
H 1.9165 -4.1479 -1.9355
H 2.7508 -2.8754 -1.0084
H 1.1435 -3.4605 -0.4856
O 2.6577 4.0263 0.1838
H 2.2571 4.3582 0.9935
H 3.2987 4.6979 -0.0687
O -4.6871 2.5078 0.7165
H -5.3132 3.2163 0.5310
H -4.1383 2.4965 -0.0733
O 2.4429 -2.7011 1.4590
H 1.6294 -2.4959 1.9334
H 3.0550 -2.0210 1.7694
O 2.8612 1.3334 -2.8229
H 2.9714 2.2298 -3.1557
H 2.1196 0.9738 -3.3170
O 4.2931 -1.8490 3.7996
H 4.0840 -2.2292 4.6619
H 5.0663 -2.3479 3.4982
O 2.7080 -3.3967 6.1395
H 2.2964 -3.8067 5.3715
H 1.9856 -3.2695 6.7651
O 1.9112 1.2311 -6.9415
H 1.7881 0.8434 -7.8138
H 1.2243 0.8443 -6.3927
O -4.7363 3.5086 -1.7746
H -5.3232 2.8786 -2.2055
H -4.6535 4.2287 -2.4174
O 2.9402 0.6945 2.8818
H 3.6518 0.0443 2.9391
H 3.3639 1.5289 3.1043
O 3.9909 -1.0672 7.4145
H 3.5849 -1.1446 8.2840
H 3.7745 -1.9103 7.0011
O -5.7534 5.6600 -3.3693
H -6.0370 6.2345 -4.0863
H -6.0748 6.1133 -2.5816
O 5.1651 -3.7218 -2.1092
H 4.6641 -3.0416 -2.5703
H 4.9260 -3.6098 -1.1828
O -7.3378 1.9348 -1.4241
H -6.5829 1.8763 -0.8213
H -8.0485 1.5015 -0.9391
O 2.2579 -2.2723 9.5081
H 2.1493 -1.6067 10.1961
H 1.8311 -3.0567 9.8668
O 6.4877 0.2894 3.7016
H 7.3532 0.2509 4.1192
H 5.9590 -0.3703 4.1679
O -5.7413 8.4012 -2.4325
H -6.3280 9.0536 -2.0359
H -4.9599 8.9007 -2.6894
O 6.5540 -6.5772 -1.4739
H 6.0024 -7.1619 -2.0015
H 6.4336 -5.7088 -1.8752
O -5.6522 0.9752 -3.9354
H -6.2960 1.2104 -3.2500
H -5.9128 0.0875 -4.2046
O 6.2948 -3.1825 1.6792
H 6.9674 -2.6553 1.2352
H 6.2623 -4.0072 1.1825

Copy entry 3 word for word.
91
Properties=species:S:1:pos:R:3 method="wB97M-V/def2-TZVPD" e_homo_ev=-11.342 gap_ev=8.5 total_charge=+1 lumo_energy_ev=-2.843
C 0.6198 1.2256 0.3168
C -0.6988 1.1798 0.0463
C -1.5009 0.0261 -0.5952
C -2.2418 -0.7428 0.5801
Cl -1.6833 -2.4250 0.8376
C -3.7573 -0.6240 0.5232
C -4.4925 -1.4389 -0.5371
N -2.5035 0.8063 -1.4148
C -2.1218 0.7127 -2.7287
N -2.9313 0.9822 -3.7089
N -0.7950 0.3314 -2.7889
Cl -0.2915 -0.1098 -4.3800
C -0.7525 -0.7675 -1.7112
I -1.7922 -2.4869 -2.5781
C 0.7171 -1.1605 -1.4609
O 1.1209 -2.2947 -2.1745
C 1.7860 -3.2494 -1.3360
H 1.1452 0.3947 0.7848
H 1.2567 2.0695 0.0587
H -1.3344 2.0140 0.3528
H -1.9250 -0.2303 1.4841
H -3.9967 0.4293 0.4356
H -4.1392 -0.9525 1.4925
H -5.5377 -1.1169 -0.5354
H -4.4866 -2.4985 -0.2910
H -4.1218 -1.2650 -1.5417
H -2.4224 1.8132 -1.2416
H -2.6190 1.2360 -4.6344
H -3.9325 0.9928 -3.5165
H 1.3240 -0.3168 -1.8062
H 0.8936 -1.2556 -0.3907
H 1.9165 -4.1479 -1.9355
H 2.7508 -2.8754 -1.0084
H 1.1435 -3.4605 -0.4856
O 2.6577 4.0263 0.1838
H 2.2571 4.3582 0.9935
H 3.2987 4.6979 -0.0687
O -4.6871 2.5078 0.7165
H -5.3132 3.2163 0.5310
H -4.1383 2.4965 -0.0733
O 2.4429 -2.7011 1.4590
H 1.6294 -2.4959 1.9334
H 3.0550 -2.0210 1.7694
O 2.8612 1.3334 -2.8229
H 2.9714 2.2298 -3.1557
H 2.1196 0.9738 -3.3170
O 4.2931 -1.8490 3.7996
H 4.0840 -2.2292 4.6619
H 5.0663 -2.3479 3.4982
O 2.7080 -3.3967 6.1395
H 2.2964 -3.8067 5.3715
H 1.9856 -3.2695 6.7651
O 1.9112 1.2311 -6.9415
H 1.7881 0.8434 -7.8138
H 1.2243 0.8443 -6.3927
O -4.7363 3.5086 -1.7746
H -5.3232 2.8786 -2.2055
H -4.6535 4.2287 -2.4174
O 2.9402 0.6945 2.8818
H 3.6518 0.0443 2.9391
H 3.3639 1.5289 3.1043
O 3.9909 -1.0672 7.4145
H 3.5849 -1.1446 8.2840
H 3.7745 -1.9103 7.0011
O -5.7534 5.6600 -3.3693
H -6.0370 6.2345 -4.0863
H -6.0748 6.1133 -2.5816
O 5.1651 -3.7218 -2.1092
H 4.6641 -3.0416 -2.5703
H 4.9260 -3.6098 -1.1828
O -7.3378 1.9348 -1.4241
H -6.5829 1.8763 -0.8213
H -8.0485 1.5015 -0.9391
O 2.2579 -2.2723 9.5081
H 2.1493 -1.6067 10.1961
H 1.8311 -3.0567 9.8668
O 6.4877 0.2894 3.7016
H 7.3532 0.2509 4.1192
H 5.9590 -0.3703 4.1679
O -5.7413 8.4012 -2.4325
H -6.3280 9.0536 -2.0359
H -4.9599 8.9007 -2.6894
O 6.5540 -6.5772 -1.4739
H 6.0024 -7.1619 -2.0015
H 6.4336 -5.7088 -1.8752
O -5.6522 0.9752 -3.9354
H -6.2960 1.2104 -3.2500
H -5.9128 0.0875 -4.2046
O 6.2948 -3.1825 1.6792
H 6.9674 -2.6553 1.2352
H 6.2623 -4.0072 1.1825